[1]
CH3N2P | ωB97M-V/def2-TZVPD

The calculation puts the HOMO energy at -10.66 eV. The total energy comes out at -13351.4858 eV. Its LUMO energy is -0.056 Eh. The energy relative to the best compared isomer or geometry (same formula, charge and spin) comes out at 221.9 kJ/mol. As for the frontier orbital gap: 9.1 eV.

XYZ file:
```
7
Properties=species:S:1:pos:R:3:mulliken_charge:R:1
C 1.15 -1.03 -0.22 0.289
N 1.45 -1.98 0.37 -0.293
N -0.96 -0.50 -1.34 -0.433
P 0.41 0.30 -1.16 0.178
H 0.08 1.86 2.44 0.049
H -1.43 -0.12 -2.17 0.257
H -0.71 1.46 2.08 -0.046
```

---

[2]
CH3N2PS | ωB97M-V/def2-TZVPD

The calculation puts the HOMO energy at -8.68 eV. The total energy comes out at -24187.1558 eV. Its LUMO energy is -0.010 Eh. The energy relative to the best compared isomer or geometry (same formula, charge and spin) comes out at 278.0 kJ/mol. As for the frontier orbital gap: 8.4 eV.

XYZ file:
```
8
Properties=species:S:1:pos:R:3:mulliken_charge:R:1
C 0.01 -0.26 -0.78 -0.345
N 0.01 -1.25 0.15 -0.156
N 0.46 -1.06 1.27 -0.128
P 1.09 0.34 1.93 0.152
S 0.76 1.57 0.22 -0.269
H 0.74 -0.42 -1.67 0.297
H -0.94 0.12 -0.96 0.337
H -0.20 0.82 2.32 0.112
```

---

[3]
CH3N2PS | ωB97M-V/def2-TZVPD

The calculation puts the HOMO energy (spin up / spin down) at -8.71 / -8.02 eV. The total energy comes out at -24184.7831 eV. Its LUMO energy (spin up / spin down) is -0.053 / -0.084 Eh. The energy relative to the best compared isomer or geometry (same formula, charge and spin) comes out at 507.0 kJ/mol. As for the frontier orbital gap (spin up / spin down): 7.3 / 5.7 eV.

XYZ file:
```
8
Properties=species:S:1:pos:R:3:mulliken_charge:R:1
C 0.03 0.58 -1.08 -0.342
N -0.60 -0.51 -0.51 -0.234
N -0.34 -0.95 0.59 0.147
P 0.51 -0.97 1.86 0.027
S 0.93 1.76 -0.06 -0.249
H 0.63 0.10 -1.72 0.343
H -0.70 1.24 -1.77 0.251
H -0.45 -1.25 2.69 0.057
```

---

[4]
CH3N3 | ωB97M-V/def2-TZVPD

The calculation puts the HOMO energy at -9.47 eV. The total energy comes out at -5554.8576 eV. Its LUMO energy is 0.025 Eh. The energy relative to the best compared isomer or geometry (same formula, charge and spin) comes out at 98.7 kJ/mol. As for the frontier orbital gap: 10.1 eV.

XYZ file:
```
7
Properties=species:S:1:pos:R:3:mulliken_charge:R:1
C -0.87 -0.79 -0.11 -0.251
N -1.65 -0.51 -1.07 -0.478
H -0.12 -0.14 0.17 0.270
H -1.17 -1.61 0.54 0.225
H -2.59 -0.83 -1.12 0.245
N 2.10 -1.22 1.04 0.121
N 2.95 -1.70 1.71 -0.133
```